1.
The following is a DFT calculation (ωB97M-V/def2-TZVPD) of 2 unconnected molecules or ions with the total composition C4H8ClN at a distorted geometry.

Geometry as XYZ:
```
14
Properties=species:S:1:pos:R:3:forces:R:3
C 0.76723 -0.94163 -0.50262 1.5542 2.1017 -0.8466
C 1.32237 1.18330 -1.31856 1.7771 0.5695 -0.1087
C -1.52051 -0.10418 1.64324 -2.6279 -0.6417 0.5863
C 0.34464 0.15156 -1.03572 0.8152 1.6921 0.7259
N 1.02124 -2.08056 -0.25717 -0.1024 -4.6048 1.7378
Cl -1.21899 0.33264 -1.64104 -2.7099 0.7053 -1.4606
H -2.72037 -0.26041 1.52714 2.8701 0.7790 -0.8562
H 0.92145 2.14098 -1.49811 -0.6584 1.1655 -0.6272
H 1.67781 0.70915 -2.23752 0.6275 0.7686 -0.5675
H 2.23744 1.33952 -0.67224 -1.3273 -0.8091 -0.3089
H -0.85069 -0.50350 0.84083 -1.3814 0.5187 0.8620
H -1.30528 0.95955 1.92201 -0.1419 -1.1182 -0.2524
H -1.49354 -0.78629 2.50252 0.9505 0.4252 0.2124
H 0.81720 -2.14013 0.72723 0.3547 -1.5518 0.9038
```
Forces are in eV/Å.

Energy relative to the best compared isomer or geometry (same formula, charge and spin) (kJ/mol): 157.9
Kohn-Sham gap (spin up / spin down) (eV): 5.96 / 9.32
Molecular weight (g mol⁻¹): 105.6
2S+1: 3
<S²>: 2.008



2.
The following is a DFT calculation (ωB97M-V/def2-TZVPD) of a molecular structure, C2H3ClF2O at a distorted geometry.

Geometry as XYZ:
```
9
Properties=species:S:1:pos:R:3:forces:R:3
C -0.49469 -0.30858 -0.64500 -0.4409 0.9752 2.1072
C 2.15134 -0.66980 0.26106 0.2579 -3.3055 6.3606
O 0.77550 -0.69163 -0.94299 -4.4992 0.5782 -3.7129
F 2.72327 0.45122 0.03359 0.9947 2.6171 0.0350
F 2.89964 -1.67234 -0.15767 0.8319 -1.0069 -0.5578
Cl -1.37398 -1.67608 0.12292 0.2307 -0.3738 0.1164
H -0.59844 0.52078 0.20180 1.0069 -1.3637 -1.5880
H -1.11682 -0.02716 -1.45003 -0.3969 0.3819 -1.1521
H 1.55564 -0.98574 1.24636 2.0149 1.4975 -1.6085
```
Forces are in eV/Å.

Energy relative to the best compared isomer or geometry (same formula, charge and spin) (kJ/mol): 198.4
Kohn-Sham gap (spin up / spin down) (eV): 6.16 / 7.75
Molecular weight (g mol⁻¹): 116.5
2S+1: 3
<S²>: 2.008



3.
The following is a DFT calculation (ωB97M-V/def2-TZVPD) of C6H7N in the gas phase at a distorted geometry.

Geometry as XYZ:
```
14
Properties=species:S:1:pos:R:3:forces:R:3
C 2.28813 -0.26609 0.14704 -3.9791 5.5539 2.2920
C 0.67115 -0.06100 -0.11392 2.0878 -1.0779 -0.3679
C 0.03041 1.23407 -0.23141 0.4326 -5.0483 1.4614
C -1.33261 1.06740 -0.05322 -2.3086 -0.0728 0.8925
C -1.95770 -0.23348 0.30957 2.1428 4.5997 -2.0010
C -1.16575 -1.28318 -0.01399 -3.9024 -2.6281 -1.3887
N 0.08338 -1.27083 -0.38167 1.5040 1.3567 1.8603
H 2.33946 -1.27450 0.21027 1.3218 -2.8848 -0.5666
H 2.60028 0.45905 -0.55395 1.6935 -0.4373 -1.6200
H 2.63565 0.29284 1.13018 -1.0924 -1.4698 -1.4889
H 0.82197 1.93554 -0.22825 -0.4817 1.8187 -0.2589
H -2.04870 1.89283 -0.18797 0.4995 -0.1639 0.2157
H -3.00934 -0.36844 0.18135 -0.5361 0.2497 0.6854
H -1.95634 -2.12420 -0.21401 2.6183 0.2042 0.2847
```
Forces are in eV/Å.

Energy relative to the best compared isomer or geometry (same formula, charge and spin) (kJ/mol): 298.6
Kohn-Sham gap (eV): 9.48
Molecular weight (g mol⁻¹): 93.1
2S+1: 1
SMILES: Cc1ccccn1



4.
The following is a DFT calculation (ωB97M-V/def2-TZVPD) of a molecular structure, C18H43KN3NbOSi2 at a distorted geometry.

Geometry as XYZ:
```
69
Properties=species:S:1:pos:R:3:forces:R:3
N -2.07234 -0.57497 -0.31908 0.6531 0.2483 -0.3969
C -3.20057 -0.91529 -0.04976 -1.9065 0.8639 2.2230
O -4.28585 -1.02279 0.43930 2.3012 -0.2447 -1.7024
K -3.14373 1.98603 1.19598 -0.4279 -0.0391 -0.1465
Nb -0.12657 -0.00708 -0.23420 -1.9222 -1.5439 -4.3857
N -0.13869 1.70316 -1.32486 0.8862 -1.2242 1.8380
N 0.45664 -1.51764 -1.43107 0.6115 1.8909 2.0334
C -0.73881 2.48057 -2.43194 -0.0276 0.0370 -0.4229
C -0.15985 -2.46588 -2.37748 -0.5370 -0.1984 -0.6055
C -0.43113 3.97988 -2.28736 0.0332 0.0989 0.1329
C -0.16538 2.01948 -3.77686 -0.0535 -0.1380 -0.1716
C -2.25065 2.28885 -2.41698 -0.2337 -0.0845 0.0016
C -0.86420 -3.54429 -1.56933 -0.0084 -0.2463 0.1845
C 0.86605 -3.11836 -3.29777 0.2531 0.0027 -0.0849
C -1.18790 -1.74834 -3.24461 -0.1571 0.1606 -0.2822
H -0.74222 4.37501 -1.31042 0.0788 -0.0832 -0.1630
H -0.98486 4.52705 -3.06141 0.1331 -0.1373 0.2110
H 0.63305 4.20128 -2.44364 -0.2538 -0.0526 0.0837
H 0.92481 2.14410 -3.81397 -0.2837 -0.0085 -0.0640
H -0.59873 2.63665 -4.57444 0.1724 -0.1815 0.1363
H -0.40632 0.97032 -3.98323 0.0415 0.2808 0.0725
H -2.54946 1.23178 -2.45916 0.1453 0.2376 -0.0252
H -2.66696 2.79686 -3.29433 -0.0341 -0.1603 0.2130
H -2.71342 2.76226 -1.53188 0.1954 -0.0921 -0.2069
H -0.14964 -4.04662 -0.90861 -0.2704 -0.0697 -0.1839
H -1.29717 -4.28861 -2.24708 0.0673 0.1306 0.1684
H -1.66367 -3.10120 -0.96684 0.1251 -0.2288 -0.0443
H 1.56826 -3.75344 -2.74865 -0.0411 0.1040 -0.1087
H 1.41685 -2.36670 -3.87212 0.0003 -0.1258 0.0355
H 0.33932 -3.76401 -4.00992 0.1004 0.1723 0.1606
H -1.69936 -2.49297 -3.87264 0.1724 0.2957 0.1447
H -0.69830 -1.01547 -3.90010 -0.1784 -0.2438 0.1306
H -1.95374 -1.24405 -2.64442 0.1994 -0.0936 -0.1836
C 1.30217 2.00289 -1.06694 -0.7630 0.6069 -0.3151
H 1.77524 1.23813 -0.39392 0.0257 0.2019 -0.0186
H 1.88914 2.00824 -2.00360 -0.2154 -0.2528 0.4530
H 1.40717 2.98799 -0.57930 0.2008 -0.5662 0.0869
C 1.84985 -1.78122 -1.01266 -0.4373 -0.6829 -0.2901
H 2.19234 -1.05684 -0.24543 -0.0575 0.0591 0.1504
H 1.96499 -2.79585 -0.59361 0.0642 0.4296 0.0125
H 2.53086 -1.67380 -1.87338 -0.1937 0.1375 0.3864
C 2.37210 1.87744 2.39923 -0.1092 -0.0224 -0.4273
Si 0.52213 1.59336 2.59741 0.6066 0.1356 1.7238
C 0.27907 1.58899 4.46515 -0.1542 0.2095 -0.1654
C -0.41536 3.09898 1.97894 -0.1561 0.3145 -0.1081
C -0.14597 0.00939 1.86786 1.1383 0.2346 -0.6326
Si 0.40021 -1.59976 2.71298 0.1074 -0.6795 0.9499
C -0.44781 -1.74212 4.38899 -0.0316 0.0502 -0.1057
C -0.18159 -3.11117 1.75390 -0.0166 0.1370 0.1670
C 2.25683 -1.72191 2.95172 -0.1174 0.1097 -0.1186
H 2.59936 2.80659 2.94593 -0.0353 -0.2539 -0.1666
H 2.69463 2.02263 1.36239 0.1355 0.0472 0.2150
H 2.98383 1.07719 2.83639 -0.2448 0.2000 -0.0995
H 0.56762 2.59175 4.81408 -0.1199 -0.2260 0.0685
H -0.77028 1.41398 4.74195 0.2457 0.0421 0.0728
H 0.90716 0.86048 4.99569 -0.1522 0.2141 -0.2273
H -0.41238 3.24508 0.88568 -0.1887 -0.0134 0.3450
H -1.43545 3.17260 2.40450 0.5296 0.0496 -0.1280
H 0.10423 3.95667 2.41988 -0.0391 0.0083 -0.1142
H -1.24467 -0.04226 1.96052 0.0196 0.1145 0.0017
H -1.54265 -1.72543 4.30096 0.1753 -0.0649 0.0003
H -0.16439 -2.72343 4.79285 -0.1210 0.1365 -0.0355
H -0.16602 -0.99153 5.13257 0.0074 -0.1412 -0.2027
H 0.33879 -3.28522 0.80999 -0.1027 0.0599 0.2048
H 0.03637 -3.96892 2.41174 -0.1348 0.1857 -0.2353
H -1.26816 -3.09237 1.57085 0.3310 -0.0856 0.0214
H 2.80486 -1.68777 2.00042 0.0204 -0.0352 0.2392
H 2.67103 -0.96003 3.62609 -0.1237 -0.2413 -0.1656
H 2.42933 -2.70832 3.40910 0.0725 0.2537 -0.1340
```
Forces are in eV/Å.

Kohn-Sham gap (spin up / spin down) (eV): 7.06 / 7.06
Net charge: +2
Molecular weight (g mol⁻¹): 505.7
2S+1: 1